No. 1
The following is a DFT calculation (ωB97M-V/def2-TZVPD) of a cluster of 2 separate species, C7H9N in total.

Last column: Mulliken charge in e.
Geometry (Å):
C1 -0.68888 -0.77273 0.44283  0.00
C2 0.64006 -0.38947 0.74774  -0.17
C3 0.74917 0.53570 1.81027  -0.07
N1 -0.24752 0.88414 2.56532  -0.53
C4 -1.43787 0.23930 2.47051  -0.31
C5 -1.76346 -0.52562 1.28260  -0.31
H1 -0.93552 -1.21425 -0.63388  0.33
H2 1.66975 -0.55341 0.32336  0.28
H3 1.72947 1.07771 2.04607  0.32
H4 -2.21457 0.79063 3.13255  0.30
H5 -2.78456 -0.85338 0.83313  0.27
C6 1.17599 0.07599 -1.91932  -0.15
C7 0.65056 0.34158 -3.12263  -0.56
H6 2.22845 -0.34461 -1.61125  0.15
H7 0.29491 -0.08644 -1.13272  -0.07
H8 1.26695 0.27555 -4.09236  0.20
H9 -0.33293 0.51930 -3.14222  0.33

- lowest unoccupied orbital energy (Eh) = 0.02009
- frontier orbital gap (eV) = 9.95
- E_tot (eV) = -8891.0773
- SMILES string = c1ccncc1.C=C

No. 2
The following is a DFT calculation (ωB97M-V/def2-TZVPD) of a cluster of 2 separate species, C4H7NO in total.

Last column: Mulliken charge in e.
Geometry (Å):
O1 -1.37467 1.57372 -2.13982  -0.70
C1 -0.10536 0.65677 0.24471  -0.62
C2 0.61597 0.36080 1.54532  -0.34
C3 1.03789 -0.64173 0.54889  -0.07
N1 0.05376 -1.71968 0.52523  -0.51
C4 -0.37741 -0.61409 -0.29064  0.00
H1 -2.23464 1.72459 -1.73032  0.31
H2 -0.76057 1.60820 -1.37418  0.44
H3 0.06161 -0.10574 2.36168  0.26
H4 1.30319 1.14355 1.85616  0.25
H5 1.96777 -0.69581 -0.00519  0.35
H6 0.34969 -2.48354 -0.08175  0.28
H7 -0.62225 -0.75126 -1.34365  0.36

- lowest unoccupied orbital energy (Eh) = 0.02952
- frontier orbital gap (eV) = 9.38
- E_tot (eV) = -7794.4504

- lowest unoccupied orbital energy of number 2 (C4H7NO)?
  0.02952 Eh

- What is the formula in the second record?
  C4H7NO

- Which formula does entry 2 have?
  C4H7NO